(1)
A cluster of 3 separate species, C20H41BrO14P2S in total at a distorted geometry, computed with the ωB97M-V functional and the def2-TZVPD basis.

The geometry in XYZ format:
```
79
Properties=species:S:1:pos:R:3:forces:R:3:mulliken_charge:R:1
C -2.824137 -0.395541 -0.213148 -0.55 0.28 0.17 -0.6365
C -3.171399 0.921395 0.729693 6.16 2.68 1.93 0.5369
O -2.118294 1.545596 1.324103 -8.01 -4.05 -3.67 -0.5111
O -4.578388 1.359538 0.901560 1.26 -1.03 -3.29 -0.2290
C -5.225454 1.490757 -0.441049 3.28 3.98 -3.95 0.4275
O -4.641555 2.351979 -1.314088 -4.15 -6.08 5.83 -0.5566
C -6.609179 0.636010 -0.787011 -0.18 1.25 -0.90 -0.5582
C -7.822991 1.134252 0.195567 -0.27 -0.11 0.95 0.1662
C -9.089412 1.850125 -0.600828 2.43 -1.07 -1.47 -0.7410
S -10.724974 1.564893 0.266390 -8.29 2.71 -2.57 1.1468
O -11.602781 0.466749 -0.415273 4.49 2.86 2.68 -0.5969
O -11.521747 2.922213 0.146856 3.93 -4.72 1.02 -0.6379
O -10.614314 1.229238 1.933191 2.16 0.03 -2.58 -0.2968
C -9.326622 0.626878 2.305552 1.35 -1.93 1.46 -0.2933
C -8.511769 -0.098690 1.083358 0.25 1.38 0.00 -0.6463
Br -7.051696 -1.204963 1.976944 -1.16 0.90 -0.68 -0.1275
H -3.826323 -0.977642 -0.468035 2.24 1.11 0.64 0.2357
H -2.060775 -1.043077 0.404277 -1.76 1.29 -1.16 0.3082
H -2.277961 -0.111294 -1.227375 -1.30 -0.21 2.29 0.2263
H -6.930237 0.945055 -1.894092 1.13 -0.52 2.38 0.3324
H -6.439176 -0.523049 -0.818620 -0.18 2.33 0.53 0.3565
H -7.376874 1.962020 0.927791 -1.03 -2.06 -1.32 0.3178
H -8.874064 2.981345 -0.885348 -0.94 -2.32 1.18 0.3374
H -9.161465 1.275076 -1.643929 -0.46 1.13 2.38 0.4000
H -9.568844 -0.199965 3.128579 0.36 1.85 -1.90 0.3324
H -8.566612 1.380580 2.817759 -1.85 -1.24 -1.23 0.2974
H -9.138339 -0.843067 0.434170 1.12 1.54 1.27 0.4121
C 3.746559 -3.961620 -5.202217 -0.14 -0.09 -0.18 -1.0813
C 3.738798 -2.585365 -4.565542 0.51 0.08 -0.31 -0.1791
O 2.417988 -2.147360 -4.270784 0.29 -1.38 0.03 -0.4021
P 1.723781 -2.464221 -2.787046 0.92 8.30 -4.75 1.1096
O 2.973480 -2.021494 -1.987372 -1.85 -4.11 1.28 -0.7775
O 0.913510 -1.014585 -2.629074 -0.85 -1.81 0.40 -0.3697
C 1.246060 -0.101889 -1.599411 0.50 0.39 0.49 0.0456
C 2.334487 0.863438 -2.053529 -0.02 0.17 -0.15 -1.1226
O 0.327424 -2.958903 -3.680565 0.83 -1.11 2.77 -0.3232
C 0.349067 -3.984455 -4.648684 -0.04 -0.50 -0.39 -0.0972
C 0.520129 -5.351402 -4.028923 -0.23 -0.28 0.07 -1.0951
H 3.314817 -4.705306 -4.527212 0.09 -0.02 0.01 0.1862
H 4.765256 -4.272430 -5.448032 -0.06 0.05 0.06 0.4103
H 3.157301 -3.970486 -6.125088 0.12 0.01 0.09 0.2753
H 4.383026 -2.585360 -3.683397 -0.23 0.11 0.06 0.2447
H 4.165398 -1.864985 -5.270915 -0.17 0.04 0.08 0.3302
H 1.536228 -0.636579 -0.688090 0.07 0.14 -0.18 0.2190
H 0.344889 0.464642 -1.355110 -0.09 -0.10 -0.13 0.1874
H 3.169890 0.353317 -2.538004 -0.07 -0.14 0.21 0.2698
H 2.720852 1.434904 -1.204441 -0.07 -0.06 -0.06 0.2809
H 1.933703 1.566086 -2.791262 -0.02 -0.05 0.13 0.3662
H 1.095218 -3.782217 -5.415365 0.19 0.09 0.21 0.1923
H -0.617344 -3.951737 -5.166267 0.00 0.22 0.30 0.3277
H 1.389268 -5.385955 -3.364699 0.08 -0.01 -0.13 0.2942
H 0.634350 -6.110824 -4.808695 0.05 0.05 0.14 0.3442
H -0.356443 -5.606907 -3.425848 0.11 0.01 -0.05 0.3150
C 6.339004 4.254474 2.988415 0.17 0.03 0.17 -1.0974
C 6.023192 3.088780 2.071402 0.25 0.31 -0.40 -0.1852
O 5.986063 1.855360 2.778910 -0.31 1.23 0.63 -0.3746
P 4.559551 1.287341 3.431766 6.19 -4.40 -5.80 1.0228
O 3.736528 1.567094 2.150515 -1.96 1.51 3.92 -0.7077
O 4.816547 -0.328194 3.104751 -0.70 0.69 1.77 -0.3253
C 3.979388 -1.032382 2.206369 -0.37 -0.02 -0.65 -0.4908
C 4.503997 -0.935835 0.778707 0.09 -0.10 -0.03 -0.5179
O 5.479160 0.974757 4.863378 -3.00 0.71 -0.08 -0.3448
C 6.191048 1.972463 5.561432 0.26 0.41 0.37 -0.0744
C 5.272469 2.932691 6.279822 -0.10 0.04 0.35 -1.1012
H 5.572663 4.361007 3.760733 -0.02 0.07 -0.05 0.1974
H 6.391438 5.190452 2.426308 -0.04 -0.08 0.01 0.4054
H 7.299582 4.107767 3.493154 -0.10 0.05 -0.10 0.2760
H 5.093780 3.286820 1.532717 -0.01 -0.23 0.10 0.2858
H 6.814472 3.003345 1.319695 -0.05 -0.16 0.09 0.3119
H 2.946053 -0.675661 2.280976 0.20 0.03 -0.12 0.2971
H 3.970599 -2.080267 2.513957 0.14 0.06 0.18 0.4007
H 4.765441 0.086712 0.497849 -0.21 0.02 0.14 0.1914
H 3.761145 -1.312455 0.069391 0.16 0.01 0.08 0.0677
H 5.418572 -1.527818 0.670531 -0.13 -0.01 0.03 0.3318
H 6.891696 2.484714 4.904065 -0.20 0.01 -0.21 0.1921
H 6.811639 1.457293 6.304654 -0.24 -0.24 -0.16 0.3332
H 4.520644 3.351877 5.603929 0.12 0.08 -0.05 0.2985
H 5.849183 3.749226 6.725337 -0.13 -0.04 -0.08 0.3417
H 4.733839 2.415725 7.079813 0.04 0.07 -0.09 0.3125
```
Positions in Å, forces in eV/Å.

Computed properties:
Energy = -5494.576695 a.u.
LUMO energy = -0.0678 Ha
2S+1 = 1
Total charge = 0
Kohn-Sham gap = 8.13 eV
Structure (SMILES) = CC(=O)OC(=O)C[C@H]1CS(=O)(=O)OC[C@@H]1Br.CCOP(=O)(OCC)OCC.CCOP(=O)(OCC)OCC

(2)
A cluster of 5 separate species, C2H16NO4 in total at a distorted geometry, computed with the ωB97M-V functional and the def2-TZVPD basis.

The geometry in XYZ format:
```
23
Properties=species:S:1:pos:R:3:forces:R:3:mulliken_spin:R:1
C 0.279930 -2.612423 -0.274326 0.44 -1.45 0.62 0.1866
C 0.546085 -1.471703 -1.253402 -3.22 -0.34 -0.89 0.8072
N 0.247144 -0.171256 -0.472152 2.75 -0.10 -0.90 -0.5638
H 0.386858 -3.628150 -0.745980 -0.24 0.98 0.14 -0.0536
H 1.082349 -2.626310 0.527629 -0.92 0.28 -0.79 -0.0634
H -0.718001 -2.584910 0.244334 0.95 0.17 -0.69 0.0139
H 1.493497 -1.643083 -1.808279 -0.16 1.19 1.04 -0.2803
H -0.245012 -1.384368 -2.145474 1.50 -0.57 1.92 -0.0699
H -0.747156 0.076849 -0.534157 0.26 0.39 -0.53 0.0280
H 0.952656 0.529316 -0.956697 -1.60 -0.04 0.91 0.2501
H 0.448097 -0.178507 0.568958 0.41 -0.22 -1.50 0.0142
H 0.370301 0.567973 2.447639 -1.42 -0.54 0.66 0.0291
H 1.713190 1.183614 2.541511 -0.43 -0.24 -1.21 -0.0812
O 1.043570 0.890668 1.871976 1.72 0.87 0.97 0.1373
H -2.074802 2.502600 0.055010 0.15 0.82 0.35 -0.0583
H -3.095905 1.602311 -0.656011 0.33 0.12 0.08 -0.0611
O -2.176642 1.653280 -0.351767 -0.45 -1.12 -0.42 0.2537
H 2.653847 2.150057 -1.814374 -2.72 0.29 0.23 -0.1215
H 2.079273 1.386396 -2.838494 -1.85 0.83 0.83 -0.1191
O 1.642832 1.999938 -2.116887 4.42 -1.42 -0.87 0.6940
H -1.379517 -1.705064 2.488003 0.23 -0.06 0.22 -0.0392
H -2.213498 -0.734579 1.748352 -1.38 0.46 -0.95 -0.0055
O -1.433794 -0.770210 2.265361 1.22 -0.30 0.76 0.1027
```
Positions in Å, forces in eV/Å.

Computed properties:
Energy = -441.345406 a.u.
LUMO energy (alpha / beta) = 0.0053 / -0.0003 Ha
2S+1 = 2
Total charge = 0
Energy above the lowest of the compared OMol25 structures with the same formula, charge and spin = 93.6 kJ/mol
Kohn-Sham gap (alpha / beta) = 2.69 / 10.67 eV
⟨S²⟩ = 0.75